No. 1
ORCA calculation (wB97M-V/def2-TZVPD) on C31H33ClMgN3O7SSi as an isolated structure at a distorted geometry.

Structure (ORCA input):
```
! wB97M-V def2-TZVPD RIJCOSX def2/J DEFGRID3
* xyz -1 1
Mg -2.11 -0.10 0.03
O -4.95 -1.98 -4.68
C -4.31 -0.95 -5.14
O -4.43 -0.53 -6.29
C -3.33 -0.28 -4.20
C -2.54 0.89 -4.49
Cl -2.60 1.85 -5.89
N -1.81 1.25 -3.35
N -2.08 0.31 -2.33
C -2.91 -0.60 -2.84
C -3.37 -1.76 -1.95
O -4.16 -2.66 -2.36
O -2.98 -1.71 -0.75
C -0.92 2.38 -3.10
C 0.29 2.37 -3.81
C 1.29 3.25 -3.44
C 0.98 4.36 -2.65
C -0.25 4.43 -2.07
C -1.23 3.46 -2.33
H -4.74 -2.21 -3.68
H 0.40 1.66 -4.62
H 2.30 3.02 -3.85
H 1.73 5.13 -2.45
H -0.62 5.30 -1.48
H -2.22 3.54 -1.90
C -0.97 -1.06 1.69
Si 0.81 -1.26 2.23
C 1.74 -2.56 1.19
N 1.76 -2.13 -0.17
C 3.01 -1.74 -0.82
C 2.75 -1.05 -2.21
C 1.87 -1.90 -3.06
C 0.73 -2.64 -2.36
C 0.51 -2.28 -0.91
C 1.61 0.43 2.09
C 2.79 0.71 2.82
C 3.48 1.91 2.62
C 3.05 2.86 1.72
C 1.87 2.61 1.01
C 1.17 1.37 1.19
C 1.02 -1.85 3.96
C 1.21 -0.96 5.03
C 1.39 -1.42 6.32
C 1.20 -2.77 6.64
C 0.91 -3.66 5.61
C 0.90 -3.22 4.25
H -1.53 -0.43 2.46
H -1.35 -2.08 1.60
H 1.17 -3.51 1.35
H 2.76 -2.66 1.66
H 3.67 -2.61 -0.88
H 3.51 -1.00 -0.13
H 3.74 -0.70 -2.56
H 2.28 -0.06 -2.00
H 2.50 -2.64 -3.59
H 1.47 -1.23 -3.85
H 0.87 -3.73 -2.48
H -0.30 -2.45 -2.72
H -0.22 -2.98 -0.42
H 0.04 -1.24 -0.84
H 3.21 0.01 3.54
H 4.41 2.05 3.15
H 3.69 3.71 1.55
H 1.54 3.32 0.27
H 0.16 1.25 0.67
H 1.28 0.11 4.83
H 1.69 -0.71 7.12
H 1.21 -3.13 7.67
H 0.63 -4.73 5.77
H 0.63 -3.96 3.49
C -2.98 2.88 2.64
S -3.36 2.05 1.16
O -4.54 2.71 0.67
O -3.55 0.58 1.30
O -2.08 2.13 0.31
H -3.89 2.79 3.30
H -2.76 3.99 2.50
H -2.16 2.47 3.26
*
```

HOMO-LUMO gap in eV: 6.6743
HOMO in eV: -4.42

Results of the Mulliken charge analysis, in e, for atoms 1 through 6: Mg 1.473; O -0.552; C 0.631; O -0.648; C -0.204; C -0.036

***

No. 2
ORCA calculation (wB97M-V/def2-TZVPD) on a 3-piece molecular cluster, C37H64FN4O9S2 overall at a distorted geometry.

Structure (ORCA input):
```
! wB97M-V def2-TZVPD RIJCOSX def2/J DEFGRID3
* xyz 1 1
C 2.49 3.71 1.03
C 1.98 3.50 -0.55
O 0.83 2.56 -0.64
C 0.11 2.69 -1.92
C -0.29 1.30 -2.75
C 0.72 0.07 -2.36
C 2.06 -0.08 -3.27
C 2.68 1.30 -3.89
O 3.04 -0.85 -2.44
C 3.82 0.05 -1.57
C 4.46 -0.66 -0.23
C 3.36 -1.05 0.97
C 3.82 -1.72 2.41
C 5.44 -1.98 2.62
C 6.55 -1.62 1.42
C 6.06 -0.94 -0.01
N -1.80 1.02 -2.89
C -2.28 0.49 -4.22
C -1.34 -0.63 -4.95
N -1.60 -2.07 -4.54
C -2.45 0.06 -1.92
C -1.98 0.16 -0.36
C -1.51 -1.30 0.29
C -0.54 -0.91 1.57
C -2.89 -1.95 0.98
C -2.40 2.37 -2.43
O -3.16 3.18 -3.41
C -4.59 2.95 -3.11
N -5.84 3.00 -2.71
C -1.31 3.50 -1.87
C -1.22 4.95 -2.63
C -0.53 4.86 -4.16
O -1.27 4.69 -5.26
F 0.96 4.99 -4.36
C -1.97 3.85 -0.39
C -1.08 4.86 0.54
O -0.64 4.09 1.74
C -2.05 6.07 1.16
N -1.21 6.88 2.12
H 3.60 3.31 1.12
H 2.53 4.86 1.30
H 1.85 3.11 1.80
H 2.93 3.15 -1.14
H 1.71 4.58 -0.96
H 0.99 3.10 -2.62
H -0.07 1.68 -3.86
H 0.09 -0.93 -2.53
H 1.05 0.04 -1.23
H 1.81 -0.80 -4.18
H 1.96 1.63 -4.78
H 2.88 2.16 -3.13
H 3.70 0.99 -4.44
H 3.18 0.98 -1.17
H 4.74 0.42 -2.22
H 2.22 -0.83 0.79
H 3.03 -1.95 3.25
H 5.83 -2.44 3.64
H 7.71 -1.78 1.56
H 6.78 -0.64 -0.88
H -3.36 -0.01 -4.09
H -2.45 1.33 -5.05
H -1.64 -0.59 -6.11
H -0.19 -0.40 -4.95
H -2.14 -2.53 -5.31
H -0.65 -2.54 -4.58
H -2.32 -1.09 -2.22
H -3.64 0.22 -1.94
H -1.17 0.97 -0.13
H -2.94 0.47 0.28
H -1.01 -2.01 -0.49
H -1.17 -0.38 2.43
H 0.04 -1.83 1.99
H 0.22 -0.07 1.19
H -3.03 -1.54 2.09
H -2.89 -3.12 0.98
H -3.82 -1.54 0.38
H -3.22 2.32 -1.55
H -2.26 5.53 -2.71
H -0.50 5.71 -2.05
H -2.16 2.87 0.27
H -3.04 4.31 -0.60
H -0.10 5.26 0.04
H -1.26 4.26 2.51
H -2.89 5.54 1.82
H -2.58 6.70 0.33
H -1.26 7.90 1.95
H -1.43 6.64 3.13
C -1.38 -3.34 6.74
C -0.46 -2.21 6.26
C -0.70 -2.02 4.76
S -2.39 -2.53 4.47
O -2.38 -3.70 3.63
O -3.19 -1.36 4.16
C -2.74 -3.03 6.14
H -1.42 -3.39 7.83
H -1.01 -4.30 6.36
H -0.70 -1.29 6.80
H 0.60 -2.44 6.46
H -0.58 -0.98 4.47
H -0.05 -2.66 4.16
H -3.41 -3.89 6.14
H -3.21 -2.18 6.65
C 0.20 -6.73 0.95
C 1.64 -6.70 0.44
C 1.83 -5.39 -0.33
S 0.68 -4.22 0.40
O -0.32 -3.88 -0.60
O 1.42 -3.22 1.13
C -0.05 -5.36 1.56
H 0.05 -7.53 1.69
H -0.48 -6.91 0.12
H 2.33 -6.73 1.29
H 1.86 -7.56 -0.20
H 2.84 -5.01 -0.23
H 1.57 -5.50 -1.38
H -1.11 -5.13 1.69
H 0.48 -5.25 2.51
*
```

HOMO-LUMO gap in eV: 7.4764
HOMO in eV: -9.99

Results of the Mulliken charge analysis, in e, for atoms 1 through 6: C -1.049; C -0.023; O -0.343; C -1.498; C -0.912; C 0.790

***

No. 3
ORCA calculation (wB97M-V/def2-TZVPD) on the molecule CH3N3O at a distorted geometry.

Structure (ORCA input):
```
! wB97M-V def2-TZVPD RIJCOSX def2/J DEFGRID3
* xyz 0 1
C -0.87 -0.46 -0.03
N 0.28 -1.14 0.02
N -2.02 -0.98 -0.02
N 2.65 -0.78 -0.01
O 1.58 -0.08 -0.01
H -0.57 0.69 0.06
H -2.81 -0.35 0.08
H 3.33 -0.08 -0.28
*
```

HOMO-LUMO gap (spin up / spin down) in eV: 10.6016 / 6.8205
HOMO (spin up / spin down) in eV: -10.62 / -9.08

Results of the natural (NBO) charge analysis, in e, for atoms 1 through 6: C 0.117; N 0.017; N -0.534; N -0.194; O -0.216; H 0.145

***

No. 4
ORCA calculation (wB97M-V/def2-TZVPD) on a 3-piece molecular cluster, C23H43FN2O6 overall.

Structure (ORCA input):
```
! wB97M-V def2-TZVPD RIJCOSX def2/J DEFGRID3
* xyz 0 1
C -5.35 -0.90 -4.67
C -4.13 -1.53 -4.05
C -4.27 -2.46 -3.02
C -3.14 -3.06 -2.46
C -1.84 -2.75 -2.87
C -0.69 -3.43 -2.16
C 0.55 -3.72 -3.02
C -0.33 -2.68 -0.86
C -1.72 -1.80 -3.88
O -0.45 -1.41 -4.32
C -0.14 -0.09 -4.06
O 0.11 0.12 -2.67
C 1.40 0.20 -2.31
O 2.27 -0.45 -2.78
O 1.59 1.12 -1.35
C 1.18 0.66 -0.04
C 2.03 1.35 1.02
C 2.69 0.41 2.02
F 2.89 -0.86 1.53
C -2.84 -1.21 -4.47
H -5.23 -0.83 -5.75
H -6.20 -1.57 -4.51
H -5.58 0.07 -4.25
H -5.25 -2.72 -2.65
H -3.28 -3.79 -1.67
H -1.08 -4.40 -1.84
H 1.23 -2.88 -3.00
H 0.27 -3.85 -4.06
H 1.08 -4.58 -2.62
H 0.74 -2.73 -0.66
H -0.71 -1.67 -0.85
H -0.81 -3.19 -0.02
H 0.74 0.15 -4.65
H -0.94 0.59 -4.34
H 0.14 0.94 0.09
H 1.25 -0.43 0.00
H 2.77 1.99 0.55
H 1.38 2.01 1.59
H 2.14 0.34 2.96
H 3.67 0.82 2.28
H -2.73 -0.47 -5.25
C -2.24 -1.23 2.03
O -3.43 -1.85 1.59
C -3.67 -3.14 2.12
C -4.30 -3.16 3.52
C -3.32 -2.83 4.64
N -5.45 -2.26 3.62
H -1.44 -1.95 2.19
H -2.40 -0.65 2.95
H -1.93 -0.53 1.25
H -4.37 -3.61 1.43
H -2.75 -3.74 2.10
H -4.66 -4.18 3.69
H -3.11 -1.76 4.70
H -3.74 -3.12 5.60
H -2.38 -3.37 4.51
H -6.16 -2.54 2.95
H -5.16 -1.34 3.30
C 5.08 7.19 2.62
O 4.03 6.26 2.44
C 4.09 5.49 1.25
C 5.02 4.27 1.32
C 6.50 4.62 1.23
N 4.79 3.47 2.53
H 5.41 7.61 1.67
H 5.93 6.74 3.13
H 4.70 7.99 3.25
H 3.07 5.13 1.09
H 4.34 6.14 0.40
H 4.78 3.65 0.45
H 6.89 5.02 2.16
H 7.08 3.72 1.00
H 6.69 5.35 0.44
H 3.83 3.15 2.53
H 4.85 4.10 3.32
*
```

HOMO-LUMO gap in eV: 9.3406
HOMO in eV: -8.75

Results of the Mulliken charge analysis, in e, for atoms 1 through 6: C -1.409; C 0.731; C -0.891; C -0.754; C -0.133; C 0.663

***

No. 5
ORCA calculation (wB97M-V/def2-TZVPD) on the molecule C5H10O2 at a distorted geometry.

Structure (ORCA input):
```
! wB97M-V def2-TZVPD RIJCOSX def2/J DEFGRID3
* xyz 0 1
C -2.36 -0.56 -0.38
C -1.16 0.35 -0.64
C 0.14 -0.23 -0.12
O 0.29 -1.49 -0.77
C 1.41 0.55 -0.49
C 2.45 0.61 0.36
O 2.16 0.93 1.64
H -3.27 -0.13 -0.80
H -2.20 -1.55 -0.83
H -2.52 -0.71 0.70
H -1.04 0.51 -1.72
H -1.31 1.33 -0.18
H 0.07 -0.40 0.97
H 1.12 -1.88 -0.46
H 1.54 0.71 -1.55
H 3.50 0.41 0.15
H 1.30 1.35 1.42
*
```

HOMO-LUMO gap in eV: 9.4870
HOMO in eV: -8.78

Results of the natural (NBO) charge analysis, in e, for atoms 1 through 6: C -0.609; C -0.408; C 0.064; O -0.721; C -0.406; C 0.174

***

No. 6
ORCA calculation (wB97M-V/def2-TZVPD) on a 5-piece molecular cluster, C4H12O3S overall at a distorted geometry.

Structure (ORCA input):
```
! wB97M-V def2-TZVPD RIJCOSX def2/J DEFGRID3
* xyz 0 1
O 0.75 -3.27 1.22
C -0.03 -2.20 0.80
C -0.66 -1.41 1.85
C -1.92 -1.70 2.52
C -2.76 -0.74 2.97
S 0.57 4.66 -1.84
H 0.49 -1.61 0.04
H -0.42 -0.36 2.02
H -0.85 -2.77 0.27
H -1.07 4.54 0.88
H -2.12 -2.70 2.91
H -2.54 0.32 2.91
H -3.56 -1.07 3.63
H -1.13 4.18 1.54
H 1.69 3.63 -3.59
H 3.12 2.97 -3.94
O 2.35 2.96 -3.35
H 0.59 -4.68 -1.72
H 0.80 -3.94 0.43
O 0.35 -4.26 -0.89
*
```

HOMO-LUMO gap in eV: 3.5581
HOMO in eV: -7.53

Results of the natural (NBO) charge analysis, in e, for atoms 1 through 6: O -0.693; C -0.210; C 0.258; C -0.321; C -0.190; S -0.026

***

No. 7
ORCA calculation (wB97M-V/def2-TZVPD) on a 12-piece molecular cluster, C5H32N2O11 overall at a distorted geometry.

Structure (ORCA input):
```
! wB97M-V def2-TZVPD RIJCOSX def2/J DEFGRID3
* xyz 0 1
C 1.37 2.45 -0.84
C 0.48 1.48 -1.68
C 0.78 0.05 -1.31
N 2.09 -0.49 -1.27
C -0.27 -0.69 -0.90
N -0.14 -2.00 -0.42
H 2.39 2.30 -1.21
H 1.46 2.20 0.22
H 1.18 3.50 -1.00
H -0.51 1.80 -1.39
H 0.81 1.63 -2.69
H 2.17 -0.80 -0.32
H 2.83 0.05 -1.68
H -1.23 -0.21 -0.85
H 0.52 -2.68 -0.78
H -1.04 -2.46 -0.44
C -2.46 3.24 0.58
O -2.67 2.65 -0.44
H -1.91 4.18 0.72
H -2.95 2.90 1.52
O -2.71 -3.67 1.73
H -2.53 -3.83 0.80
H -2.36 -2.78 1.91
O -1.44 -1.19 2.06
H -1.52 -1.17 3.02
H -0.75 -1.86 1.97
O 0.86 -1.46 3.67
H 0.27 -0.78 3.99
H 1.56 -1.08 3.11
O 2.95 -3.43 -1.00
H 3.38 -3.06 -0.23
H 2.47 -2.70 -1.44
O 1.58 0.55 1.95
H 2.34 0.36 1.38
H 0.81 0.28 1.42
O -0.32 -2.53 -3.67
H 0.15 -2.13 -2.94
H -1.24 -2.27 -3.59
O 0.39 4.32 1.97
H 0.62 3.68 1.28
H 0.28 3.77 2.75
O 4.15 -1.08 0.35
H 4.46 -1.60 1.09
H 4.85 -0.72 -0.20
O -0.90 3.89 -2.70
H -1.75 3.79 -2.26
H -0.63 3.10 -3.17
O -4.32 -0.99 0.41
H -3.53 -1.14 0.94
H -4.08 -0.20 -0.09
*
```

HOMO-LUMO gap in eV: 7.9245
HOMO in eV: -8.29

Results of the natural (NBO) charge analysis, in e, for atoms 1 through 6: C -0.627; C -0.448; C 0.094; N -0.881; C -0.104; N -0.873

***

No. 8
ORCA calculation (wB97M-V/def2-TZVPD) on a 3-piece molecular cluster, C21H24N3S overall at a distorted geometry.

Structure (ORCA input):
```
! wB97M-V def2-TZVPD RIJCOSX def2/J DEFGRID3
* xyz 1 1
C 0.16 -4.28 0.26
C 0.29 -2.84 0.87
C 1.12 -1.91 -0.13
C 0.50 -0.49 -0.26
C 2.58 -1.93 0.38
C 3.69 -2.48 -0.35
N 4.98 -2.56 0.03
N 5.38 -2.11 1.20
C 4.44 -1.54 1.93
C 3.01 -1.36 1.69
N 2.07 -0.74 2.53
C 2.52 -0.35 3.63
S 3.23 0.31 4.87
H -0.32 -4.17 -0.74
H 1.15 -4.77 0.09
H -0.42 -4.96 0.93
H 0.91 -2.95 1.81
H -0.67 -2.37 1.17
H 1.12 -2.43 -1.12
H 1.15 0.28 -0.74
H -0.40 -0.59 -0.94
H 0.07 -0.14 0.71
H 3.45 -2.89 -1.36
H 5.67 -3.01 -0.58
H 4.83 -1.13 2.90
C -0.89 4.92 1.06
C 0.48 5.03 0.92
C 1.30 3.93 1.18
C 0.73 2.73 1.58
C -0.65 2.62 1.72
C -1.46 3.72 1.47
H -1.53 5.78 0.86
H 0.92 5.96 0.60
H 2.37 4.02 1.08
H 1.37 1.87 1.79
H -1.09 1.68 2.03
H -2.53 3.63 1.58
C -3.50 0.94 -1.71
C -3.90 -0.38 -1.78
C -4.52 -0.86 -2.93
C -4.73 -0.01 -4.01
C -4.32 1.31 -3.94
C -3.71 1.79 -2.78
H -3.02 1.32 -0.81
H -3.74 -1.05 -0.94
H -4.84 -1.89 -2.98
H -5.20 -0.39 -4.91
H -4.48 1.97 -4.78
H -3.40 2.83 -2.73
*
```

HOMO-LUMO gap in eV: 5.9487
HOMO in eV: -11.07

Results of the natural (NBO) charge analysis, in e, for atoms 1 through 6: C -0.616; C -0.380; C -0.260; C -0.620; C 0.048; C 0.049

***

No. 9
ORCA calculation (wB97M-V/def2-TZVPD) on a 2-piece molecular cluster, C2H3NOS overall at a distorted geometry.

Structure (ORCA input):
```
! wB97M-V def2-TZVPD RIJCOSX def2/J DEFGRID3
* xyz 0 3
C 1.03 0.88 1.34
C -1.42 -1.06 -1.21
N -0.45 -0.54 -1.70
O -2.43 -1.46 -0.77
S 0.28 2.14 0.68
H 2.08 0.70 1.27
H 0.45 0.11 1.96
H 0.45 -0.78 -1.56
*
```

HOMO-LUMO gap (spin up / spin down) in eV: 8.0080 / 8.2892
HOMO (spin up / spin down) in eV: -7.26 / -10.65

Results of the natural (NBO) charge analysis, in e, for atoms 1 through 6: C -0.842; C 0.867; N -0.765; O -0.507; S 0.364; H 0.234

***

No. 10
ORCA calculation (wB97M-V/def2-TZVPD) on the molecule C3HClFN at a distorted geometry.

Structure (ORCA input):
```
! wB97M-V def2-TZVPD RIJCOSX def2/J DEFGRID3
* xyz 0 1
N 0.15 0.03 -2.77
C 0.14 0.00 -1.59
C 0.06 0.14 -0.10
Cl -1.50 -0.04 0.67
C 1.28 0.00 0.41
F 1.49 -0.03 1.78
H 2.11 -0.10 -0.35
*
```

HOMO-LUMO gap in eV: 10.6073
HOMO in eV: -10.61

Results of the natural (NBO) charge analysis, in e, for atoms 1 through 6: N -0.276; C 0.229; C -0.222; Cl 0.082; C 0.276; F -0.307

***

No. 11
ORCA calculation (wB97M-V/def2-TZVPD) on the molecule C10H10N2O3 at a distorted geometry.

Structure (ORCA input):
```
! wB97M-V def2-TZVPD RIJCOSX def2/J DEFGRID3
* xyz 0 1
O -4.61 -0.40 -0.05
C -3.42 -0.17 -0.01
C -2.79 1.16 -0.18
C -1.43 1.24 -0.05
N -0.59 0.14 0.13
C -1.15 -1.11 0.27
O -0.54 -2.18 0.44
N -2.55 -1.23 0.10
C 0.79 0.47 -0.06
C 0.76 1.98 -0.13
C -0.52 2.40 -0.03
C 1.72 -0.11 0.99
C 2.75 -0.90 0.21
C 1.92 -1.20 -1.02
O 1.19 -0.04 -1.37
H -3.37 2.01 -0.30
H -2.69 -2.19 -0.04
H 1.48 2.69 -0.22
H -0.86 3.37 -0.14
H 1.19 -0.83 1.61
H 2.17 0.54 1.59
H 3.61 -0.30 -0.02
H 3.02 -1.89 0.66
H 2.62 -1.47 -1.77
H 1.30 -2.01 -0.61
*
```

HOMO-LUMO gap in eV: 9.0677
HOMO in eV: -9.26

Results of the natural (NBO) charge analysis, in e, for atoms 1 through 6: O -0.582; C 0.640; C -0.354; C 0.230; N -0.456; C 0.813

***

No. 12
ORCA calculation (wB97M-V/def2-TZVPD) on the molecule C3H3N3O.

Structure (ORCA input):
```
! wB97M-V def2-TZVPD RIJCOSX def2/J DEFGRID3
* xyz 0 1
O 2.40 0.55 -0.35
C 1.82 -0.28 0.29
N 0.35 -0.42 0.31
C -0.50 0.60 -0.35
N -1.64 1.07 0.50
C -1.87 0.19 -0.37
N -0.13 -1.42 0.82
H 2.24 -1.09 0.90
H -0.01 1.29 -1.03
H -2.65 -0.48 -0.72
*
```

HOMO-LUMO gap in eV: 8.6627
HOMO in eV: -8.96

Results of the natural (NBO) charge analysis, in e, for atoms 1 through 6: O -0.488; C 0.535; N -0.200; C -0.067; N -0.268; C 0.088

***

No. 13
ORCA calculation (wB97M-V/def2-TZVPD) on a 2-piece molecular cluster, C3H8ClN2O overall at a distorted geometry.

Structure (ORCA input):
```
! wB97M-V def2-TZVPD RIJCOSX def2/J DEFGRID3
* xyz 1 1
C -1.44 1.82 -1.14
C 0.68 1.32 -0.01
C 1.28 -2.58 0.37
N 1.04 -1.34 0.45
N -0.58 1.30 -0.09
O 0.02 -1.03 1.38
Cl 0.59 -3.82 1.22
H -0.87 2.61 -1.64
H -1.76 1.00 -1.63
H -2.26 2.34 -0.84
H 1.28 2.18 -0.50
H 1.08 0.48 0.63
H 2.10 -2.80 -0.41
H -0.92 0.38 0.42
H -0.27 -1.87 1.79
*
```

HOMO-LUMO gap in eV: 10.2737
HOMO in eV: -14.46

Results of the natural (NBO) charge analysis, in e, for atoms 1 through 6: C -0.408; C 0.108; C -0.010; N -0.177; N -0.418; O -0.614